# 1
Below is a cluster of 2 separate species, C22H26N3O3 in total at a distorted geometry, with properties calculated with ωB97M-V/def2-TZVPD.

Values from the calculation:
E   -1243.826919 hartree
Energy above the lowest of the compared OMol25 structures with the same formula, charge and spin   0.0 kJ/mol
LUMO energy   2.37 eV
Max |F|   3.79 eV/Å
Charge   -1

```
54
Properties=species:S:1:pos:R:3:forces:R:3
C 2.425 -3.695 4.079 0.07 0.04 -0.05
N 1.144 -3.038 4.231 0.54 -0.57 0.80
C 0.330 -3.505 5.339 -0.13 0.14 -0.27
C 0.642 -2.221 3.261 -0.69 0.84 -0.50
C -0.729 -1.827 3.284 0.65 -0.27 -0.20
C -1.214 -0.939 2.339 0.25 0.19 -0.04
C -0.336 -0.271 1.446 0.12 -0.63 0.13
C -0.700 0.924 0.704 0.43 0.19 2.47
C -1.802 1.672 1.075 0.40 0.02 0.12
C -2.569 2.590 0.277 -2.28 2.99 -0.43
N -3.366 3.369 -0.116 1.71 -2.02 1.40
C -2.174 1.755 2.447 -1.37 -0.78 2.68
N -2.489 1.832 3.579 0.80 0.02 -2.42
C 0.973 -0.809 1.311 -0.72 0.76 0.23
C 1.461 -1.728 2.210 0.07 -0.63 0.41
H 3.216 -2.977 3.817 -0.18 -0.26 0.13
H 2.676 -4.158 5.043 0.11 0.15 -0.39
H 2.403 -4.489 3.311 0.05 0.20 0.12
H -0.170 -2.663 5.836 0.10 -0.22 -0.07
H -0.439 -4.225 5.011 0.08 0.10 0.14
H 0.995 -4.000 6.054 -0.32 0.15 -0.08
H -1.383 -2.219 4.063 0.07 0.04 -0.44
H -2.291 -0.752 2.300 0.49 0.21 0.13
H 0.140 1.315 0.135 -1.08 -0.24 -0.55
H 1.602 -0.446 0.498 -0.05 0.07 0.26
H 2.502 -2.051 2.146 -0.40 0.05 -0.15
C -2.570 -2.371 -3.438 -0.03 -0.11 -0.26
C -2.679 -1.224 -2.469 0.56 0.24 0.21
O -1.401 -0.537 -2.462 -0.91 -0.90 -0.39
C -1.470 0.655 -1.823 0.85 1.83 0.52
C -0.210 1.420 -1.939 -1.83 0.38 -0.50
C -0.180 2.819 -1.578 -0.09 -0.22 0.25
O -0.658 3.313 -0.537 0.86 -0.20 -0.76
C 0.521 3.829 -2.478 -0.10 -0.17 0.19
C 2.032 3.817 -2.294 0.26 0.34 -0.26
C 2.686 2.444 -2.487 0.39 0.11 -0.06
C 1.944 1.534 -3.461 0.38 0.01 0.10
C 0.672 0.834 -2.982 0.03 -0.56 -1.17
O -2.525 0.981 -1.273 0.65 -0.79 -1.11
H -3.443 -3.015 -3.322 -0.01 -0.07 -0.05
H -2.563 -1.994 -4.465 0.10 -0.10 0.07
H -1.669 -2.970 -3.278 -0.09 0.09 0.06
H -3.462 -0.517 -2.783 0.21 -0.29 0.32
H -2.875 -1.569 -1.442 -0.14 0.16 -0.35
H 0.225 3.639 -3.516 0.23 0.12 0.02
H 0.145 4.809 -2.163 -0.05 -0.23 -0.21
H 2.444 4.517 -3.037 0.06 -0.12 0.14
H 2.306 4.228 -1.309 -0.22 -0.14 -0.23
H 3.686 2.629 -2.911 -0.07 -0.17 0.24
H 2.845 1.955 -1.515 -0.17 -0.04 -0.20
H 1.738 2.101 -4.375 0.00 0.08 0.08
H 2.624 0.733 -3.766 0.10 0.09 -0.09
H 0.928 -0.199 -2.679 0.06 0.39 -0.04
H 0.065 0.697 -3.896 0.24 -0.27 0.05
```
Forces are in eV/Å.

Here are the natural (NBO) charges for atoms 1 to 8, given in e:
1 C -0.40
2 N -0.44
3 C -0.40
4 C 0.28
5 C -0.32
6 C -0.14
7 C -0.07
8 C -0.03

***

# 2
Below is the molecule C22H26N4O, with properties calculated with ωB97M-V/def2-TZVPD.

Values from the calculation:
E   -1148.232621 hartree
Energy above the lowest of the compared OMol25 structures with the same formula, charge and spin   52.7 kJ/mol
LUMO energy   0.60 eV
Max |F|   0.78 eV/Å
SMILES   CCc1nc2ccccc2n1CC(=O)N1CCN(Cc2ccccc2)CC1

```
53
Properties=species:S:1:pos:R:3:forces:R:3
C -0.957 4.358 0.685 0.11 -0.03 -0.15
H -1.305 5.227 0.132 -0.03 0.06 -0.03
H -0.483 4.684 1.605 -0.03 0.05 0.10
H -1.808 3.737 0.949 -0.11 -0.01 0.07
C 0.029 3.556 -0.154 -0.10 0.12 0.03
C 0.512 2.358 0.589 0.03 -0.01 -0.04
N 0.127 2.040 1.788 -0.37 0.46 0.16
C 0.817 0.903 2.122 0.53 -0.30 -0.49
C 0.810 0.158 3.295 0.08 0.09 -0.12
C 1.623 -0.953 3.352 -0.02 -0.07 0.19
C 2.435 -1.321 2.278 0.05 -0.09 -0.03
C 2.470 -0.586 1.109 0.14 -0.07 -0.18
C 1.650 0.529 1.044 -0.29 -0.07 0.63
N 1.433 1.478 0.068 -0.16 0.06 0.19
C 2.124 1.544 -1.193 0.40 0.03 -0.15
H 3.167 1.844 -1.036 -0.19 -0.08 -0.14
C 2.168 0.180 -1.893 -0.12 0.26 -0.07
O 3.230 -0.348 -2.164 0.39 0.02 0.03
N 0.984 -0.398 -2.167 -0.05 -0.18 -0.11
C -0.316 0.210 -1.972 -0.47 0.25 0.19
H -0.604 0.194 -0.913 0.02 0.05 -0.12
C -1.351 -0.565 -2.793 0.17 0.21 -0.14
N -1.464 -1.956 -2.399 0.03 -0.09 -0.02
C -0.192 -2.500 -1.942 0.08 -0.16 -0.07
C 0.966 -1.780 -2.618 0.11 -0.38 0.06
H 1.922 -2.229 -2.338 -0.16 0.02 -0.09
H 0.869 -1.832 -3.707 0.06 -0.05 0.04
H -0.166 -3.565 -2.192 0.10 0.02 0.10
H -0.065 -2.396 -0.853 0.06 -0.02 -0.09
C -2.582 -2.265 -1.513 0.00 0.04 -0.11
C -2.561 -1.541 -0.188 -0.05 -0.09 -0.02
C -3.146 -0.285 -0.056 -0.04 -0.06 -0.02
C -3.058 0.417 1.132 -0.04 0.09 0.00
C -2.390 -0.129 2.214 -0.04 -0.03 0.02
C -1.827 -1.388 2.105 -0.01 -0.05 0.09
C -1.913 -2.089 0.914 -0.07 0.01 -0.03
H -1.489 -3.081 0.848 0.05 -0.09 -0.02
H -1.316 -1.829 2.948 0.05 -0.02 0.06
H -2.316 0.424 3.137 0.03 0.08 0.10
H -3.515 1.392 1.216 -0.04 0.10 0.02
H -3.687 0.144 -0.888 -0.06 0.03 -0.09
H -2.563 -3.346 -1.350 -0.10 0.02 0.01
H -3.497 -2.018 -2.059 -0.02 -0.08 0.09
H -1.060 -0.528 -3.850 -0.07 0.16 0.06
H -2.322 -0.081 -2.702 0.04 0.03 -0.03
H -0.294 1.249 -2.312 -0.04 -0.02 0.05
H 1.643 2.284 -1.837 0.02 -0.04 0.09
H 3.117 -0.867 0.294 0.10 -0.05 -0.09
H 3.061 -2.197 2.367 0.06 -0.06 0.00
H 1.642 -1.554 4.250 0.00 -0.04 0.08
H 0.191 0.454 4.127 -0.10 0.04 0.11
H -0.454 3.240 -1.085 0.11 0.02 -0.04
H 0.887 4.182 -0.420 -0.04 -0.05 -0.10
```
Forces are in eV/Å.

Here are the natural (NBO) charges for atoms 1 to 8, given in e:
1 C -0.59
2 H 0.21
3 H 0.22
4 H 0.22
5 C -0.45
6 C 0.42
7 N -0.50
8 C 0.17

***

# 3
Below is the molecule C22H26N4O4S2 at a distorted geometry, with properties calculated with ωB97M-V/def2-TZVPD.

Values from the calculation:
E   -2170.313521 hartree
Energy above the lowest of the compared OMol25 structures with the same formula, charge and spin   203.1 kJ/mol
LUMO energy   0.07 eV
Max |F|   1.16 eV/Å
SMILES   Cc1cc(NS(=O)(=O)c2ccc(NS(=O)(=O)c3ccc(CC(C)C)cc3)cc2)nc(C)n1

```
58
Properties=species:S:1:pos:R:3:forces:R:3
C -2.873 -1.125 -2.787 0.03 0.05 0.00
C -3.711 -1.450 -1.599 -0.36 0.18 0.15
N -3.343 -2.504 -0.867 0.42 -0.23 -0.24
C -4.055 -2.798 0.204 0.00 0.06 0.10
N -5.080 -2.089 0.666 -0.49 0.26 0.24
C -5.450 -1.033 -0.051 0.71 -0.57 -0.71
C -4.812 -0.686 -1.241 0.06 -0.36 0.10
H -5.163 0.143 -1.829 0.01 0.06 -0.17
N -6.479 -0.267 0.449 -0.28 0.86 0.11
S -6.374 1.422 0.350 -0.12 -0.21 0.33
O -7.101 1.898 1.487 0.16 -0.16 0.19
O -6.781 1.846 -0.952 0.36 -0.10 -0.16
C -4.617 1.677 0.529 -0.61 0.10 -0.13
C -3.905 2.257 -0.504 -0.01 0.07 0.00
C -2.526 2.297 -0.449 -0.14 -0.04 0.16
C -1.861 1.729 0.638 -0.80 0.15 -0.26
C -2.594 1.180 1.692 0.09 0.05 -0.07
C -3.974 1.159 1.637 0.09 0.07 0.09
H -4.554 0.728 2.437 0.01 -0.12 0.13
H -2.077 0.759 2.542 0.04 -0.06 0.10
N -0.475 1.730 0.657 0.90 -0.01 -0.38
H -0.066 1.184 1.400 0.19 -0.09 -0.05
S 0.356 1.582 -0.832 -0.01 -0.24 0.72
O 0.449 2.882 -1.415 0.17 0.20 0.10
O -0.276 0.544 -1.594 0.28 -0.19 0.06
C 1.945 1.053 -0.232 -0.58 0.19 -0.15
C 2.238 -0.297 -0.175 -0.08 -0.18 -0.07
C 3.470 -0.696 0.310 -0.05 0.13 -0.01
C 4.405 0.245 0.738 -0.09 0.07 0.11
C 4.081 1.597 0.672 -0.12 -0.07 -0.02
C 2.852 2.007 0.187 0.02 0.18 -0.01
H 2.584 3.048 0.111 0.06 0.18 0.03
H 4.800 2.334 0.999 0.08 0.08 0.03
C 5.752 -0.202 1.217 0.05 -0.20 -0.29
H 5.637 -1.074 1.864 0.01 0.03 0.08
H 6.226 0.593 1.794 0.03 0.01 0.08
C 6.674 -0.582 0.042 0.19 0.16 0.18
C 6.954 0.629 -0.843 -0.14 -0.28 -0.01
H 6.031 1.032 -1.253 -0.03 0.11 -0.09
H 7.451 1.411 -0.272 0.08 0.14 0.08
H 7.601 0.349 -1.670 0.07 0.03 -0.10
C 7.979 -1.165 0.576 -0.26 -0.03 -0.15
H 7.790 -2.047 1.185 0.03 -0.10 0.09
H 8.501 -0.432 1.186 0.09 0.09 0.09
H 8.630 -1.452 -0.246 0.12 -0.04 -0.05
H 6.167 -1.343 -0.560 -0.02 0.00 0.03
H 3.713 -1.747 0.358 0.02 -0.13 0.00
H 1.503 -1.006 -0.523 -0.05 -0.16 -0.02
H -1.949 2.739 -1.244 -0.09 0.13 -0.13
H -4.446 2.659 -1.346 0.01 0.03 -0.16
H -6.849 -0.600 1.327 -0.02 0.11 0.17
C -3.673 -4.019 0.975 0.02 0.03 0.00
H -4.326 -4.841 0.685 -0.04 -0.11 0.01
H -2.647 -4.290 0.749 0.04 -0.05 0.01
H -3.804 -3.844 2.039 -0.01 -0.04 0.08
H -2.517 -2.040 -3.251 -0.01 -0.05 -0.05
H -2.001 -0.556 -2.460 -0.04 0.00 -0.05
H -3.431 -0.529 -3.503 -0.01 0.07 -0.11
```
Forces are in eV/Å.

Here are the natural (NBO) charges for atoms 1 to 8, given in e:
1 C -0.66
2 C 0.29
3 N -0.50
4 C 0.44
5 N -0.52
6 C 0.42
7 C -0.37
8 H 0.24

***

Which value of energy above the lowest of the compared OMol25 structures with the same formula, charge and spin does entry 3 give?
203.1 kJ/mol